178
Properties=species:S:1:pos:R:3 method="wB97M-V/def2-TZVPD" e_homo_ev=-11.302 lumo_ev=-3.56 gap_ev=7.74 total_charge=+1
C 1.0131 -3.6839 -6.5102
H 2.5297 -2.2940 1.6135
N -7.0849 -1.8445 -2.4408
O -3.6384 -2.6340 3.7175
C 4.7230 3.6062 1.0257
H 2.6327 3.5219 6.7539
H -0.7234 0.8169 -9.0510
O -1.9597 -8.2077 -0.0212
C -3.6673 -3.0920 1.3668
C -2.7440 9.0254 0.3322
C 0.9957 0.0728 -10.1018
H -2.1427 1.7009 -2.5481
H -4.2216 -2.6359 4.4812
C 1.2859 -6.0556 -2.4706
H -13.4888 -5.0281 1.2485
H 3.1888 4.0893 2.4716
C 10.0408 8.5774 2.8576
H -3.3951 8.1710 0.5011
N 1.5826 -2.4836 -0.2578
H 0.4163 -4.4962 -6.1008
H 1.2320 1.0376 -10.5488
C -0.3226 -0.5836 -1.0667
N -1.3937 -9.3673 1.7720
C -10.5612 -2.1376 -1.8300
H 0.9490 -5.8922 -3.4833
O 4.8621 4.9005 0.4199
H -3.8621 0.3092 -4.3156
H -2.9309 -5.7621 -1.8447
C 1.7831 -1.5352 6.3478
H 1.8787 -4.9882 -0.7276
C -4.3525 0.7725 -3.4632
H 0.8418 -1.9434 1.6731
C 0.4224 -7.0928 -1.7411
H -11.8547 -0.4232 -1.8854
C -2.9578 -9.0091 0.3711
H -10.2528 -2.9223 -1.1414
O 1.7995 -1.3289 -7.3868
H 1.0050 -1.3630 5.6016
C 0.3557 -2.8162 -0.8557
O -6.2408 -0.4491 -0.9404
C 3.1508 -1.2639 5.7589
H 4.8655 2.8813 0.2284
H 1.7502 -4.0958 -7.1970
H -2.5291 9.1298 -0.7300
H 6.1431 8.1256 2.0533
H -2.1856 -3.1861 -4.4362
H -1.0061 -1.2771 1.1811
H 1.2261 6.5791 -0.7020
H -6.7839 -1.6800 0.7132
H 2.2877 -6.4747 -2.5708
O 3.2328 0.0468 5.1796
H 12.8167 8.5355 2.1116
H 9.1310 6.0606 3.0856
H -5.2954 -3.3169 2.7187
C -14.1009 -4.1427 1.4126
C 1.5265 -3.9780 3.2723
H -15.1461 -4.4317 1.4675
H 2.2301 -4.1786 -2.2195
C 1.0930 6.6386 1.4545
H 1.9457 -1.1232 -1.7759
O 8.8538 8.0477 2.5499
C -0.9828 -8.4817 0.9147
H 2.5818 5.8197 0.1343
C 4.1325 1.2914 -1.7701
H -4.1359 0.6074 -1.3320
H 1.1174 -8.9530 -0.9337
H 0.0112 -0.5859 -2.1064
C 1.4754 -4.7642 -1.7042
C -12.7935 -2.6653 0.1869
C -4.4635 -2.6287 2.5619
C -1.3869 0.4867 -0.9567
H -0.0113 -7.7384 -2.4935
N 0.2658 -3.8846 -1.5900
O 0.2522 7.7933 1.5781
H 1.9296 -0.4490 -9.8972
H 11.6916 10.4626 3.2587
H 0.4950 5.7318 1.5495
H -13.8116 -3.6536 2.3397
H 13.5933 10.0560 1.6556
H 1.7685 6.6772 2.3085
C 2.2781 -6.3465 4.1426
O 5.1576 7.0336 0.5685
O 3.5092 0.9223 7.2475
S -6.1175 0.3488 -3.6037
N -7.2940 -2.3803 -1.1760
C -0.8773 7.7530 0.8743
C 0.1893 0.2650 -8.8365
H 1.5123 -3.1590 -5.6962
H 2.0434 -4.7126 1.3643
H 12.4636 9.2586 0.5457
H 0.3206 -4.3718 1.5210
C -3.6411 0.2335 -2.2189
C -2.1738 0.6507 -2.2744
H -4.3701 -3.5522 0.6765
C 8.4943 6.9081 3.3356
H -11.1994 -0.7562 -0.2880
H 2.2534 -7.6703 -0.6551
C 1.8976 -5.2735 3.8002
O 0.1136 -2.8189 -7.1994
O -11.8701 -2.7917 0.9504
H -0.3750 -6.5665 -1.2283
C 1.8648 -1.0799 -0.6883
C -2.5297 -4.8529 -1.4167
O -12.8106 -1.9074 -0.9072
H 1.5832 -0.8764 7.1911
O 10.2679 9.5887 2.0234
O 0.8110 -0.2636 -0.2873
H 2.3406 -3.2973 3.5174
H -4.8993 -1.6474 2.3607
H 0.4347 -0.5213 -10.8237
O -1.2555 6.8361 0.1897
H 2.4449 7.5817 0.0680
H 3.1128 -0.1898 0.8485
O -13.9846 -3.2495 0.3027
H -2.9805 -3.8847 1.6439
H -0.8408 1.4101 -0.8010
S 0.5489 -7.6940 0.9989
H 2.6651 -7.2530 4.5316
H 0.7470 0.8232 -8.0851
H -0.8061 -2.3221 -3.7854
H -3.3870 -1.8241 -0.3848
H -4.1995 1.8413 -3.5620
H -2.3366 -2.1897 -2.9556
H 0.6537 -3.5812 3.7851
O 10.7638 8.2065 3.7437
O -1.5270 8.8974 1.0717
C -1.4286 -2.0675 0.5674
H 3.8913 -1.4075 -0.2065
H -1.7053 0.1159 -3.0977
O 5.1714 5.8066 2.4669
O 3.4334 2.1876 5.3786
H -3.9111 -9.0746 -0.1156
H 4.3872 8.4196 1.9114
O -0.2478 -0.9925 -8.2879
C 3.3514 3.4103 1.6348
H 4.5773 2.0945 -2.3012
C -2.9585 -1.9466 0.6007
C -11.5849 -1.2209 -1.1957
C 1.5734 -2.6053 1.2138
H -3.1742 -1.0463 1.1696
C -1.7049 -2.8730 -3.5183
P -1.1939 -4.3226 -2.5450
N -2.6794 -9.7012 1.4282
H 3.3519 -1.9542 4.9398
C -6.4699 -0.7050 -2.2683
C -6.7715 -1.5330 -0.3485
C 1.3173 -4.0067 1.7496
H 2.5726 3.6080 0.8963
C 0.6698 -1.6733 -7.6149
H 1.7170 -2.5667 6.6943
C 1.1938 -7.8999 -0.6844
H 4.3969 3.2786 6.8729
H 3.7138 4.1922 5.5146
C 11.5241 10.2628 2.2011
H 5.5135 3.4475 1.7586
C 3.5520 3.3602 6.1940
H -2.0345 0.3668 -0.0961
H 8.5620 7.1268 4.3988
C 3.7043 0.4400 -1.0640
H 3.9387 -1.3930 6.4998
C 3.4005 1.0433 6.0578
H 5.5040 9.0293 0.6736
C 5.0788 5.9058 1.2689
C 1.8836 6.6521 0.1640
H -9.6787 -1.5746 -2.1244
N -0.7831 -1.9684 -0.7830
H -10.9787 -2.6211 -2.7141
H 7.4649 6.6656 3.0876
H 11.4109 11.2201 1.6963
H -1.1602 -2.9913 1.0658
H 3.2412 2.3886 1.9996
H -3.3286 -4.1176 -1.4406
H -3.2301 9.9269 0.6922
C 12.6692 9.4821 1.5933
H -2.2004 -5.0400 -0.4029
C 5.3081 8.2166 1.3657
C 3.1942 -0.5736 -0.1620
H -3.7174 -0.8463 -2.2966

=====

55
Properties=species:S:1:pos:R:3 method="wB97M-V/def2-TZVPD" e_homo_ev="-17.390 / -17.392" lumo_ev="-12.79 / -10.63" multiplicity=5 gap_ev="4.60 / 6.76" total_charge=+3 relative_energy_kcal_mol=14.7 s2=6.13
C -1.9418 -0.1178 -2.3013
H -1.1135 2.9551 -2.2141
H 1.7368 -0.7983 1.6355
N -0.8105 -1.7464 -0.8633
C 2.8214 1.4738 -0.9893
C 0.4474 0.3196 2.7110
H -2.7754 -1.0505 -0.5159
C 5.6092 3.6067 -0.7094
C 4.1683 3.4690 -1.2147
O 6.5067 2.9694 -1.5787
H 4.0785 3.9845 -2.1730
H -1.2970 -3.5394 2.0072
H -2.6305 2.2477 -1.6846
C -2.1370 -1.3025 -1.3640
H -1.8437 -1.9159 1.6615
N 1.8765 0.9255 -0.5635
H -0.2473 2.7167 0.1831
N -1.5996 0.7786 1.3635
H 4.8140 1.7725 -3.2887
H 0.0368 -3.5273 -0.1352
N 3.8753 2.0351 -1.4366
H 7.0097 1.1984 -2.4018
C 4.8678 1.3407 -2.2874
C -0.8762 -2.9500 0.0112
H -1.5408 -0.4795 -3.2488
C -1.3110 2.8033 -0.0842
H -1.5424 3.8690 -0.0834
C -1.0231 -2.6175 1.4928
H 6.3643 1.0809 -0.7465
N 0.7204 -0.7551 1.7132
H -2.9057 0.3409 -2.5115
H 5.8756 4.6609 -0.6825
H 1.0682 -2.8283 1.8689
C 6.2659 1.5930 -1.7136
H -1.7146 -3.5748 -0.3030
Mn 0.0326 0.0913 -0.0499
H 0.1758 -2.1431 3.2138
C 0.2769 -2.1244 2.1274
H 4.6609 0.2736 -2.3361
H 1.0520 1.1881 2.4370
H 5.6844 3.1927 0.3057
H -1.5929 -0.0226 3.3341
H -3.1726 1.9572 0.5791
H -2.3610 0.1110 1.3240
C -2.1660 2.1026 0.9725
H -1.1149 1.6640 3.2384
C -1.5585 2.2682 -1.4950
H 3.4718 3.9009 -0.4984
H -0.2679 -2.0076 -1.6866
C -1.0276 0.6985 2.7438
H -2.2579 2.7402 1.8513
H -2.6329 -2.1102 -1.9070
H 0.7638 -0.0008 3.7054
N -0.9944 0.8942 -1.7249
H -0.2453 1.0064 -2.4032

=====

12
Properties=species:S:1:pos:R:3 method="wB97M-V/def2-TZVPD" e_homo_ev=-8.056 lumo_ev=-0.32 gap_ev=7.74 relative_energy_kcal_mol=94.9
H -1.0086 0.9826 -0.9682
H 1.1098 0.9598 1.7013
C 0.0388 -0.9893 -0.7471
H -1.4528 -1.8291 0.7029
C -0.8564 -0.9968 0.4315
H -0.3741 -0.5426 1.3186
H 1.7100 2.5321 1.0655
H -1.9035 -0.4975 -1.5632
P 1.9988 0.7724 -0.5290
C -1.2104 -0.1131 -0.7408
H 0.2854 -1.7220 -1.5570
C 1.6632 1.4434 0.8854

=====

14
Properties=species:S:1:pos:R:3 method="wB97M-V/def2-TZVPD" e_homo_ev=-9.440 lumo_ev=0.96 gap_ev=10.40 smiles="C[C@]12N[C@H]1CC2=O" relative_energy_kcal_mol=46.2
H -2.0638 0.9026 -0.6230
N 0.2310 -1.1391 1.0121
H 1.6764 1.5167 -0.5521
H 2.6143 0.0098 -0.3364
H -2.5210 -0.7586 -0.2175
C -0.4348 -0.2523 0.0583
C -1.8923 0.0834 0.0838
C 1.6140 0.4493 -0.3050
H 0.8426 -1.8282 0.5763
O 0.2999 -0.3227 -2.3272
C 0.7111 0.2201 0.9079
H 0.6527 0.8417 1.7951
C 0.4663 -0.1390 -1.1522
H -2.1963 0.4163 1.0797

=====

87
Properties=species:S:1:pos:R:3 method="wB97M-V/def2-TZVPD" e_homo_ev="-5.805 / -9.024" lumo_ev="0.65 / -2.46" multiplicity=6 gap_ev="6.45 / 6.56" relative_energy_kcal_mol=22.6 s2=8.76
H -2.4287 -0.6744 5.8610
H -1.6095 -0.1852 -3.6582
H -2.3548 -2.9838 5.3168
C 0.4110 2.8733 -0.1969
F 1.6788 2.5045 2.5205
F 3.2403 1.9464 0.9956
H 0.9081 -0.0333 -3.5868
C 0.4427 4.7720 -1.8867
F 3.7867 2.1689 3.1381
C -3.7389 -0.1902 -3.3140
H 1.8846 -0.9662 4.3098
C 3.2972 -1.3884 -3.2705
H -0.5001 1.7696 -3.3709
H 3.4411 -0.4787 -3.8707
C 2.7916 1.7282 2.2805
Cl -2.7758 0.3166 1.8790
H 0.4365 -2.3628 3.2263
C 3.7691 -0.6237 2.3341
H -2.7420 -0.1832 -0.8267
C 0.0089 2.3945 -2.6332
H -3.6269 -3.4842 -2.1869
C 3.4676 -1.0443 -1.7867
C 2.3674 -0.0988 -1.2853
C 1.8967 -1.9485 -3.5410
F 4.7775 -0.2476 3.2081
H -0.0363 4.1438 -3.9124
H 1.5232 4.6807 -2.0690
C -2.1460 -0.8946 4.8229
C 0.1413 4.3652 -0.4388
H -4.2232 -2.0802 -1.2979
H 1.4099 0.8231 4.3733
C 0.9771 -0.7058 -1.5394
H -0.9144 4.5721 -0.2138
C -1.9715 -0.5044 -1.5420
H 2.4416 0.8691 -1.7953
C -1.6753 -2.8915 3.2715
C -2.3080 0.1656 -2.8893
H -1.8598 -2.5361 -0.7316
C 0.8100 -0.9826 -3.0460
C -1.6866 -2.3589 4.7114
H 1.4809 2.6661 -0.3363
O 1.4981 -0.3236 1.5895
P -0.4402 0.2171 -0.7364
C -0.3833 -1.8743 1.2992
H 0.7373 4.9657 0.2583
C -2.0990 -2.0339 -1.6744
C -1.2441 1.4078 4.3697
H -0.1797 -1.3837 -3.2742
H -0.2696 -2.4172 0.3488
F 3.4890 -1.9627 2.5509
C -0.3059 3.8774 -2.8832
H -3.0417 -0.7714 4.1973
H 0.0091 -3.7304 2.2052
H -1.9181 -3.9609 3.2827
C 2.4671 0.2281 2.5364
H -2.4657 -2.3969 2.6897
H 3.0197 0.3430 4.6695
H -0.6828 -2.4561 5.1453
H 1.0833 2.2367 -2.7645
C -0.3967 2.0195 -1.1918
C -3.9307 -1.7084 -3.4064
H -3.9636 0.2813 -4.2782
H 3.4363 -1.9713 -1.1948
H -1.3885 4.0381 -2.7834
C -0.3286 -2.7318 2.5300
H 4.0635 -2.1049 -3.5895
H -2.1545 1.8821 4.7320
H 0.1683 2.6035 0.8339
H 1.7803 -2.9137 -3.0273
H -0.1848 -0.3604 3.9809
H -3.3080 -2.1053 -4.2216
H -4.4429 0.2259 -2.5826
H -4.9714 -1.9473 -3.6561
H 4.4488 -0.5888 -1.6094
H -0.4563 2.0671 4.0162
H -1.3953 -2.4065 -2.4298
H 0.9457 -1.6743 -1.0136
H -2.2027 1.2495 -2.8107
C -3.5340 -2.3952 -2.0940
H 2.5031 0.1064 -0.2221
H 1.7583 -2.1394 -4.6122
F 4.2813 -0.5001 1.0608
C -1.1081 0.0808 4.3576
H 0.1815 5.8244 -2.0495
C 2.1447 0.0773 4.0392
H -1.4595 2.2845 -1.0715
Ir -0.5512 -0.0712 1.4579

=====

41
Properties=species:S:1:pos:R:3 method="wB97M-V/def2-TZVPD" e_homo_ev=-5.900 lumo_ev=2.67 gap_ev=8.57 total_charge=-1
O 1.2706 -2.8457 0.5968
O 2.0188 -0.5345 1.7715
O -0.3151 -1.4113 3.1549
H 3.0770 3.3090 -0.0432
C -3.2434 1.0243 0.8911
H -1.1616 0.4367 -0.7026
H 1.9670 0.3566 2.1780
C 1.2784 0.1800 -1.5356
C -1.4606 1.3644 -1.2123
O 2.1126 0.5596 -0.6669
C 0.7684 1.2467 -2.5063
O 1.1528 1.7834 2.9769
H 1.2444 -1.9060 0.8388
H -2.5714 0.1587 0.9729
H 0.7565 2.2396 2.2199
O 0.8345 -0.9804 -1.6651
H 0.3288 0.7529 -3.3730
H 1.2380 -2.9181 -0.3589
C -0.2835 2.1061 -1.7918
H -1.1450 -2.8215 2.0543
H -4.0688 0.6529 0.2829
H -2.2872 1.0447 -1.8579
H -0.5216 -2.6571 -2.9254
H 2.1643 -0.1967 0.8404
H 2.6877 1.8628 0.0868
H 0.5465 -1.1202 2.8070
H -0.5988 -0.9056 3.9199
H -0.6530 2.9861 -2.3516
H -0.3105 -3.5710 0.9800
O 2.8267 2.6847 0.6486
H 0.2457 2.6336 -0.9826
O -1.7375 -2.0149 -0.8121
H -0.9343 -1.5825 -1.1338
H 1.6704 2.5017 3.3588
O -0.1085 -2.3425 -3.7293
H -3.6124 1.2232 1.8985
H 0.3192 -1.5106 -3.5094
S -2.2592 2.3464 0.1601
H 1.5173 1.9742 -2.8304
H -1.5485 -2.5863 -0.0379
O -1.2050 -3.5234 1.3875

=====

89
Properties=species:S:1:pos:R:3 method="wB97M-V/def2-TZVPD" e_homo_ev=-11.930 lumo_ev=-4.00 gap_ev=7.93 total_charge=+1
H -1.0514 5.6494 -2.4665
O -0.7815 4.1244 -1.0698
S -7.3412 -4.6518 -7.7070
H -1.3425 1.9440 0.1180
C -6.2975 -4.8285 -5.4603
H -6.5093 -5.1081 -4.4317
C 0.5006 0.9826 4.2325
H 1.7148 -7.4758 0.5173
H -7.4667 -3.0220 -5.2398
H 0.0158 6.0912 -1.0488
O -3.9548 -2.2924 -4.1480
O 1.0089 -7.2517 -1.3971
H -1.1805 -3.5463 -5.5218
H 1.5456 -2.2324 0.0738
C 1.5621 7.0178 4.5194
H 0.8213 -5.3355 1.2537
H 0.1259 -1.5830 -4.9280
S 1.7501 -5.9478 -1.9648
C 0.6683 6.0376 4.8859
O -1.7037 -1.3465 -3.9525
H 4.7442 1.8135 3.5439
H 3.2975 3.5911 3.1786
S 3.2498 -1.7090 -2.8339
C 0.5892 1.6705 2.8736
H 3.5348 0.8772 4.3988
O 1.5125 -5.0020 -0.6795
H -0.2975 4.0958 6.8610
S -2.7879 -2.3517 -3.3424
O -2.8390 -2.1687 -1.9333
C 2.7727 2.6593 3.3964
O 2.4696 -1.1962 -3.9007
C 1.0991 4.9208 5.5847
C 0.6058 -5.6378 0.2313
O -6.7376 -3.2727 -7.1458
C 3.7217 1.4224 3.4669
O -8.7243 -4.4829 -7.9591
C 2.9016 6.9607 4.8443
O 2.2772 -2.5325 -1.8468
H 2.4685 3.6611 1.0665
H -0.3809 6.1385 4.6209
H -0.5780 1.3792 6.1433
C 2.4454 4.8503 5.8946
H 3.6098 7.7420 4.5884
H 0.0957 -2.0073 -3.2047
H 1.2329 7.8940 3.9619
O -1.1263 3.7814 4.1453
C 2.4463 -2.0575 -0.5094
F 3.5628 0.6087 2.3702
H -0.4107 -5.3351 -0.0311
C 2.7614 -0.5844 -0.6671
C -0.4603 -2.0477 -4.1418
C 0.5245 3.6292 -0.9320
H 2.8441 3.9965 6.4445
H -1.3105 0.8538 2.3233
C 0.8128 -7.1208 0.0138
O 0.9873 -5.4418 -3.0486
O 3.5958 -0.5055 -1.8232
H 1.8539 -0.0033 -0.8600
H 0.1697 -0.0459 4.0450
C -0.5164 3.2118 5.0244
C -0.8492 5.5153 -1.3966
H 3.2809 -2.5981 -0.0573
H 3.2753 -0.1763 0.1987
C 3.3348 5.8377 5.5361
H 4.3832 5.7684 5.8224
H 1.3022 4.4040 -0.9191
C -6.5500 -3.3621 -5.7277
O -6.4502 -5.1586 -8.6860
O -2.0134 -3.7179 -3.6425
H -5.2698 -5.1060 -5.7074
O 3.1336 -6.2197 -2.0650
H -0.0386 -7.7133 0.3376
C -0.4963 2.0897 0.7843
N 1.6216 2.4341 2.5074
N 0.2603 3.8420 6.0515
H 2.3702 2.7818 4.4072
C -0.5989 1.6662 5.0851
C -0.4742 1.4724 2.0121
H 1.4515 0.9553 4.7640
C 1.6019 3.0457 1.2967
O -7.1743 -5.5156 -6.3603
C 0.5817 2.9114 0.4259
H -0.0822 -4.1822 -4.2716
H -1.5854 1.4177 4.6781
C -0.8693 -3.4611 -4.4785
H -1.7261 5.9154 -0.8696
H 0.7729 2.8709 -1.6911
O 4.4263 -2.4604 -3.0486
H -5.7203 -2.7371 -5.4130